Entry 1:
The following is a quantum chemistry calculation of a cluster of 5 separate species, C18H43FN6O6S in total, from OMol25.

Structure (XYZ):
```
75
Properties=species:S:1:pos:R:3:forces:R:3
C -0.9718 -2.1956 -0.1783 1.10 0.56 1.00
C 0.0377 -1.2782 0.7895 -0.64 -1.03 -1.02
C 1.5372 -1.4275 0.1200 -1.42 -0.17 -0.43
N 2.5654 -0.6092 0.8695 -1.74 -0.90 -0.62
N 2.6483 0.6332 0.2338 -0.15 1.89 0.76
C 1.9357 1.7218 1.0053 -1.48 2.06 0.00
C 2.3995 3.2520 0.6387 -1.15 0.74 -0.27
C 2.1028 3.6306 -0.9615 -0.49 0.25 -0.01
S 4.3660 0.9309 0.0708 6.95 -5.64 4.71
O 4.9772 1.3593 1.4606 -2.62 0.22 -5.45
O 5.0166 -0.4754 -0.2299 -2.80 5.90 -0.50
F 4.7983 1.9818 -1.2132 -1.52 -1.59 2.37
H -1.2842 -1.5221 -1.0859 0.47 -1.52 1.66
H -0.3167 -3.1347 -0.5143 -1.87 2.03 0.56
H -1.8536 -2.5237 0.5187 1.59 0.60 -2.01
H -0.4032 -0.1881 0.7454 1.25 -1.99 0.37
H -0.0286 -1.7128 1.8986 0.46 1.06 -2.50
H 1.4755 -1.0094 -0.9877 0.27 -0.95 2.38
H 1.8124 -2.5746 0.0607 -0.38 2.39 0.33
H 2.2504 -0.5242 1.8608 0.62 0.31 -1.03
H 1.9784 1.6170 2.1704 0.35 -0.20 -2.11
H 0.7834 1.6436 0.7037 2.72 0.12 0.66
H 1.6716 3.9738 1.2505 1.61 -1.84 -1.11
H 3.4843 3.5319 0.9814 -2.02 -0.85 -0.79
H 1.2391 4.4499 -1.0283 1.93 -1.72 0.26
H 3.0622 4.0937 -1.4790 -2.07 -1.21 1.01
H 1.6719 2.6929 -1.5581 1.31 1.97 1.21
C -1.5736 -8.0557 1.1558 -0.16 0.13 -0.07
N -1.9324 -6.6571 1.0436 1.12 0.93 0.45
C -3.2431 -6.3102 0.5351 0.00 0.35 0.00
C -1.0669 -5.6466 1.4052 -0.73 -0.33 -0.24
O -1.3057 -4.4477 1.3361 -0.09 -1.28 0.33
H -1.6269 -8.5151 0.1644 0.06 -0.16 0.15
H -2.2814 -8.5498 1.8277 0.15 -0.16 -0.07
H -0.5614 -8.1728 1.5516 -0.16 0.10 -0.06
H -3.1254 -5.6948 -0.3619 -0.21 -0.04 0.09
H -3.7768 -5.7292 1.2932 -0.10 -0.03 -0.21
H -3.8138 -7.2105 0.2917 0.20 0.13 0.08
H -0.0989 -6.0205 1.7783 -0.07 -0.10 -0.05
C -3.9198 2.9272 -0.9248 0.14 -0.10 -0.07
N -2.5732 2.5981 -0.5053 0.38 0.51 1.55
C -1.7071 1.8917 -1.4260 0.30 -0.01 0.15
C -2.0903 2.9355 0.7413 -0.21 -0.33 -0.94
O -0.9661 2.6885 1.1586 -0.64 0.05 -0.42
H -4.4514 2.0020 -1.1654 -0.13 0.18 -0.02
H -3.8680 3.5625 -1.8139 -0.20 -0.03 0.05
H -4.4603 3.4571 -0.1361 0.16 -0.10 -0.08
H -1.3977 0.9466 -0.9696 0.07 0.02 -0.21
H -0.8171 2.4995 -1.6149 -0.01 -0.20 -0.12
H -2.2247 1.6935 -2.3685 0.05 0.08 0.24
H -2.8302 3.4695 1.3606 -0.02 -0.04 -0.12
C -1.9547 -0.9627 5.6805 -0.02 -0.10 -0.24
N -2.7712 -1.1966 4.5075 -1.32 0.67 0.17
C -2.2270 -1.9866 3.4229 -0.34 -0.02 -0.18
C -4.0489 -0.6916 4.3908 0.56 -0.45 -0.42
O -4.7910 -0.8508 3.4300 0.73 -0.01 0.58
H -1.0413 -0.4424 5.3776 0.02 -0.03 0.23
H -1.6964 -1.9261 6.1296 0.11 0.15 0.13
H -2.4867 -0.3546 6.4168 0.02 -0.09 -0.17
H -2.2170 -1.3810 2.5116 0.05 -0.23 0.03
H -2.8689 -2.8575 3.2599 0.22 0.03 -0.16
H -1.2111 -2.3164 3.6571 -0.25 0.08 0.05
H -4.3637 -0.1065 5.2709 0.12 -0.03 0.04
C 3.4668 5.2841 -6.0879 0.09 -0.19 0.16
N 3.2398 4.0298 -5.4005 -1.33 -0.48 -0.29
C 4.2979 3.4822 -4.5774 -0.12 -0.30 0.14
C 2.0499 3.3412 -5.5046 0.71 -0.10 0.40
O 1.7926 2.2792 -4.9521 0.40 0.83 -0.30
H 4.3221 5.1693 -6.7601 -0.07 0.22 -0.02
H 3.6836 6.0593 -5.3472 0.02 0.11 -0.20
H 2.5898 5.5792 -6.6701 0.10 -0.12 0.12
H 4.5683 2.4923 -4.9573 0.09 0.08 0.21
H 3.9329 3.3779 -3.5512 0.22 -0.11 -0.07
H 5.1753 4.1344 -4.5917 -0.23 -0.06 -0.06
H 1.3151 3.8453 -6.1542 0.10 0.09 -0.02
```
Forces are in eV/Å.

Energy above the lowest of the compared OMol25 structures with the same formula, charge and spin, kJ/mol: 489.7
HOMO level, eV: -9.08
Net charge: 0

***

Entry 2:
The following is a quantum chemistry calculation of a cluster of 6 separate species, C18H44N3O6S6 in total, from OMol25.

Structure (XYZ):
```
77
Properties=species:S:1:pos:R:3:forces:R:3
C -2.1726 -1.1595 0.0663 4.05 0.90 1.73
N -0.7763 -0.8037 0.5425 -7.76 -3.31 0.87
N -0.7892 -1.2183 1.8669 -5.19 -1.53 0.45
C -2.1435 -1.8105 2.2419 3.42 2.58 -2.63
S -2.3341 -2.3702 4.0177 -0.35 0.10 -1.65
C -3.9474 -1.8464 4.7804 -2.07 -0.05 -0.40
C -3.9543 -0.4922 5.6686 -2.27 -0.06 -0.47
N -2.6609 0.2711 5.7858 -0.96 1.30 1.36
C -2.1513 1.0655 4.5632 2.37 2.47 -0.42
C -0.8835 1.8739 5.2960 -0.28 -1.01 1.33
C -0.2364 0.5358 6.0553 1.12 1.26 -1.21
C -1.5445 -0.2877 6.6949 3.64 -0.89 -1.04
O -3.0530 -1.8056 1.0869 5.50 2.21 -0.03
H -2.3859 -0.8693 -1.0470 -0.51 -1.06 2.51
H -4.7499 -1.7447 3.9034 1.79 -0.17 2.00
H -4.3506 -2.7304 5.4628 1.22 1.72 -1.59
H -4.3646 -0.6994 6.7521 1.06 0.31 -2.12
H -4.7408 0.2543 5.1691 1.88 -1.51 1.15
H -2.9658 1.0919 6.3933 0.27 -0.86 -0.99
H -1.5773 0.4815 3.7272 -1.81 0.50 1.66
H -2.9716 1.8407 4.1746 1.61 -2.13 1.08
H -1.2131 2.5833 6.1837 0.27 -1.11 -2.24
H -0.1572 2.4506 4.5470 -1.70 -1.58 1.69
H 0.3203 0.0045 5.1446 -1.57 0.31 2.19
H 0.6479 0.7985 6.7840 -2.17 -0.50 -1.08
H -1.7414 -0.1660 7.8419 0.09 0.21 -2.44
H -1.1998 -1.4014 6.4996 -1.63 2.14 0.24
C -4.4626 4.6638 3.4052 0.05 -0.16 -0.01
S -4.1126 4.9633 5.1541 -0.25 0.18 -0.08
O -3.6560 3.6653 5.7518 -0.17 -0.26 -0.19
C -5.8342 5.2138 5.6493 -0.02 -0.10 0.10
H -3.5216 4.4431 2.8956 -0.05 0.10 0.14
H -5.1392 3.8123 3.2993 0.00 0.07 0.10
H -4.9110 5.5567 2.9639 0.07 -0.05 0.10
H -6.4263 4.3286 5.4054 0.12 0.03 -0.02
H -6.2384 6.0894 5.1351 0.13 -0.07 0.03
H -5.8642 5.3833 6.7286 0.13 -0.01 -0.17
C 0.4454 -0.4524 -2.8895 -0.29 -0.08 -0.15
S 2.1019 -0.0614 -3.5009 0.03 0.01 -0.06
O 1.9420 0.6783 -4.7962 -0.08 -0.31 0.20
C 2.5607 -1.7647 -3.9008 0.07 0.02 -0.18
H -0.0519 0.4804 -2.6131 0.21 0.01 -0.05
H -0.1332 -0.9529 -3.6698 0.13 -0.02 0.03
H 0.5226 -1.0945 -2.0093 0.10 0.04 -0.08
H 1.8522 -2.1844 -4.6188 0.01 0.11 0.17
H 2.5695 -2.3647 -2.9874 -0.02 0.17 -0.11
H 3.5616 -1.7610 -4.3399 -0.09 0.21 0.14
C 1.9196 0.5948 -9.9285 -0.02 -0.11 -0.11
S 3.0449 1.7574 -9.1205 0.46 -0.07 -0.20
O 4.2084 1.9741 -10.0423 -0.55 -0.21 0.39
C 3.5855 0.6219 -7.8205 -0.02 -0.11 0.00
H 1.4876 1.0823 -10.8057 0.13 0.03 0.15
H 2.4662 -0.2975 -10.2435 0.04 0.12 0.05
H 1.1194 0.3204 -9.2376 0.08 0.08 0.01
H 4.0295 -0.2718 -8.2651 -0.01 0.12 -0.11
H 2.7309 0.3465 -7.1975 0.06 0.14 0.03
H 4.3325 1.1291 -7.2046 -0.17 0.03 -0.15
C -1.0720 -4.9561 -1.4399 -0.14 -0.04 -0.05
S 0.5845 -4.5651 -2.0514 -0.06 0.07 -0.44
O 0.4246 -3.8254 -3.3467 -0.17 -0.50 0.64
C 1.0433 -6.2684 -2.4513 0.00 -0.07 -0.07
H -1.5693 -4.0233 -1.1636 0.17 -0.05 -0.06
H -1.6506 -5.4566 -2.2202 0.12 0.06 0.01
H -0.9948 -5.5982 -0.5597 0.06 0.06 -0.05
H 0.3348 -6.6881 -3.1693 0.02 0.13 0.05
H 1.0521 -6.8684 -1.5379 0.01 0.12 -0.04
H 2.0442 -6.2648 -2.8903 -0.15 0.13 0.09
C 5.6520 2.4539 -2.6655 -0.10 0.08 0.05
S 5.9763 0.6756 -2.6074 -0.28 -0.07 0.28
O 4.8654 0.0395 -1.8252 0.59 0.30 -0.20
C 7.4159 0.7833 -1.5176 0.06 -0.02 0.11
H 4.7582 2.6243 -3.2703 0.11 -0.16 0.04
H 5.4837 2.8369 -1.6560 0.03 -0.13 -0.04
H 6.5009 2.9655 -3.1244 -0.03 -0.11 0.00
H 7.1391 1.2690 -0.5788 -0.07 -0.03 -0.10
H 8.2081 1.3494 -2.0138 -0.10 -0.06 -0.02
H 7.7713 -0.2292 -1.3102 -0.14 0.12 -0.11
```
Forces are in eV/Å.

HOMO level, eV: -9.34
Net charge: +1

***

Entry 3:
The following is a quantum chemistry calculation of a cluster of 5 separate species, C18H44N3O7S5 in total, from OMol25.

Structure (XYZ):
```
77
Properties=species:S:1:pos:R:3:forces:R:3
C -1.7958 -1.6229 -2.5126 0.15 0.10 -0.33
C -0.6281 -0.7961 -2.0513 0.15 0.04 -0.18
O 0.3222 -0.5090 -2.7370 -0.39 0.05 0.33
N -0.7570 -0.2727 -0.7102 0.55 -0.39 -0.18
C -1.0657 -1.3202 0.3264 -0.71 -0.01 0.50
C -0.2849 -2.5854 0.2540 0.29 0.04 0.13
O -1.9334 -1.0733 1.1036 0.21 0.08 -0.20
S 0.5848 0.7374 -0.3684 0.09 0.10 -0.36
C -0.0655 2.3469 -0.8218 0.33 0.18 0.03
C -0.1355 2.5535 -2.3455 -0.10 0.20 -0.02
N -1.4207 2.2746 -2.9730 -0.02 0.07 0.25
C 0.6395 0.8976 1.4124 -0.22 0.14 0.39
C 1.4425 -0.2448 2.0910 -0.10 -0.40 0.27
O 0.8191 -1.1582 2.5611 0.17 0.24 -0.22
N 2.8571 -0.1863 2.1465 -0.03 0.34 -0.35
C 3.5001 -0.4766 0.8550 -0.04 -0.42 0.28
C 3.3769 1.0175 2.8051 0.06 -0.13 0.44
H -2.7424 -1.2719 -2.1035 0.08 -0.10 0.16
H -1.6304 -2.6708 -2.2522 -0.16 0.03 0.00
H -1.8256 -1.5458 -3.6012 0.01 -0.08 0.11
H 0.7519 -2.4125 -0.0498 -0.12 0.03 -0.09
H -0.7687 -3.2723 -0.4438 0.07 -0.04 0.09
H -0.3004 -3.0546 1.2367 -0.06 0.01 -0.16
H -1.0269 2.4870 -0.3231 0.10 -0.05 0.01
H 0.6642 3.0332 -0.3725 -0.08 -0.05 0.02
H 0.6644 1.9985 -2.8417 -0.11 -0.03 0.04
H 0.0900 3.6106 -2.5122 -0.02 -0.10 -0.02
H -1.8535 1.4339 -2.6088 0.08 -0.05 -0.11
H -2.0720 3.0248 -2.7697 0.01 -0.03 -0.09
H -0.3739 0.9532 1.8195 0.09 -0.11 -0.08
H 1.1238 1.8707 1.5468 0.08 0.00 -0.15
H 3.1423 -1.4452 0.4925 -0.04 0.14 -0.07
H 3.3427 0.2919 0.0913 0.11 0.03 0.00
H 4.5683 -0.5960 1.0401 -0.08 0.11 -0.08
H 2.7236 1.8852 2.7131 0.11 -0.02 -0.14
H 4.3416 1.2881 2.3754 -0.13 0.00 -0.04
H 3.5262 0.8137 3.8703 -0.03 -0.02 -0.09
C 2.1309 4.5308 3.7474 -0.09 0.02 0.03
S 2.9782 4.9619 2.2229 -0.17 0.15 -0.05
O 2.9479 3.7448 1.3583 -0.03 -0.15 -0.06
C 4.6229 5.0539 2.9337 0.07 -0.06 -0.02
H 1.0793 4.3833 3.5038 0.02 0.00 -0.05
H 2.5574 3.6176 4.1594 0.03 0.00 0.02
H 2.2317 5.3484 4.4610 0.00 0.01 -0.01
H 4.8812 4.0940 3.3807 -0.02 0.00 0.00
H 4.6482 5.8465 3.6810 -0.01 0.01 -0.02
H 5.3169 5.2867 2.1293 -0.01 0.01 -0.02
C -4.2269 -4.5685 0.9676 -0.06 0.04 0.00
S -2.9345 -5.7960 0.7682 0.01 -0.03 -0.04
O -1.7939 -5.0985 0.0994 -0.07 0.00 0.02
C -3.7572 -6.7559 -0.5043 -0.05 0.00 -0.06
H -3.8790 -3.8358 1.6935 0.03 -0.02 0.01
H -4.4159 -4.0844 0.0092 0.02 -0.03 -0.01
H -5.1298 -5.0533 1.3377 0.00 0.01 0.02
H -3.9741 -6.1176 -1.3610 0.03 0.02 0.01
H -4.6732 -7.1826 -0.0967 0.01 -0.01 0.01
H -3.0826 -7.5562 -0.8009 0.02 0.00 0.03
C -1.8818 6.1891 -0.4949 -0.08 -0.07 0.05
S -0.3962 6.2064 0.5114 0.21 0.27 -0.16
O -0.0865 4.7857 0.8611 -0.21 -0.05 0.16
C -1.1325 6.9738 1.9542 -0.08 -0.12 0.08
H -1.6343 5.7165 -1.4436 0.04 0.02 -0.01
H -2.6634 5.6246 0.0144 0.02 0.00 0.02
H -2.2039 7.2140 -0.6749 0.01 0.01 -0.01
H -1.9850 6.3836 2.2903 0.01 -0.01 0.00
H -1.4409 7.9872 1.7003 0.02 0.00 -0.02
H -0.3731 7.0082 2.7327 0.03 0.01 -0.02
C -0.1715 -7.3825 -3.2139 0.05 -0.05 0.01
S -0.9022 -5.7430 -3.2839 0.02 0.05 0.05
O -1.7446 -5.6895 -4.5068 -0.01 0.03 -0.03
C 0.6297 -4.8778 -3.6646 0.07 0.00 0.00
H -0.9743 -8.0943 -3.0338 -0.02 0.02 0.00
H 0.3108 -7.6042 -4.1657 -0.02 0.02 -0.02
H 0.5475 -7.4239 -2.3958 -0.02 0.00 0.01
H 1.0543 -5.2767 -4.5855 -0.03 0.00 -0.01
H 1.3278 -4.9967 -2.8354 -0.01 0.00 0.01
H 0.3919 -3.8235 -3.7980 -0.02 0.00 -0.01
```
Forces are in eV/Å.

HOMO level, eV: -10.57
Net charge: +1

***

Looking at molar mass for the records above, in order, we have 490.643; 590.967; 574.899 Da.